a | # C49H59CaF5N4O2P2Si

A molecular structure, C49H59CaF5N4O2P2Si (ωB97M-V/def2-TZVPD, the Open Molecules 2025 dataset).

Last column: Mulliken charge in e.
Element x y z (Å)
Ca -1.071 -1.041 -0.756  2.350
C 2.644 0.141 -3.453  -1.927
Si 1.466 0.453 -1.947  0.864
C 2.764 0.454 -0.490  -0.042
C 3.659 1.515 -0.322  0.089
C 4.552 1.575 0.737  -0.863
C 4.569 0.554 1.674  -0.903
C 3.712 -0.526 1.523  -0.408
C 2.818 -0.594 0.453  0.362
P 1.726 -2.053 0.164  0.467
C 2.034 -3.134 1.640  0.250
C 1.486 -4.545 1.387  -0.587
C 1.695 -5.446 2.604  -0.947
C 1.078 -4.845 3.864  -0.696
C 1.601 -3.433 4.112  -1.120
C 1.358 -2.554 2.889  -0.350
C 2.751 -2.851 -1.168  1.438
C 4.097 -3.413 -0.706  -1.141
C 4.987 -3.714 -1.922  -0.856
C 4.176 -4.265 -3.111  -0.652
C 2.888 -4.928 -2.630  -1.062
C 1.963 -3.877 -2.010  -0.812
C 1.141 2.370 -2.176  1.239
C 1.987 3.121 -3.007  -0.234
C 1.778 4.462 -3.286  -0.942
C 0.686 5.113 -2.734  -1.295
C -0.173 4.405 -1.909  -0.675
C 0.029 3.050 -1.622  -0.534
P -1.069 2.126 -0.460  0.762
C -2.860 2.560 -0.788  1.586
C -3.303 3.930 -1.307  -0.892
C -4.816 3.973 -1.522  -0.937
C -5.573 3.627 -0.244  -0.973
C -5.157 2.250 0.262  -0.504
C -3.648 2.179 0.482  -0.771
C -0.687 2.913 1.183  0.368
C 0.765 2.560 1.592  -0.007
C 1.676 3.777 1.502  -0.696
C 1.241 4.845 2.515  -0.771
C -0.292 4.907 2.649  -1.138
C -0.965 4.411 1.370  -0.024
H 2.159 0.503 -4.365  0.443
H 2.808 -0.930 -3.597  0.236
H 3.628 0.620 -3.380  0.449
H 3.637 2.338 -1.030  0.320
H 5.217 2.426 0.840  0.352
H 5.245 0.592 2.521  0.375
H 3.748 -1.319 2.259  0.386
H 3.112 -3.223 1.825  0.658
H 1.961 -4.995 0.513  -0.062
H 0.416 -4.478 1.160  0.139
H 2.773 -5.582 2.763  0.292
H 1.276 -6.437 2.410  0.422
H 1.274 -5.488 4.728  0.450
H -0.010 -4.799 3.741  0.296
H 2.679 -3.477 4.318  0.377
H 1.126 -2.989 4.987  0.334
H 1.690 -1.531 3.082  0.555
H 0.282 -2.494 2.702  -0.232
H 2.985 -1.994 -1.805  -0.656
H 3.941 -4.328 -0.128  0.350
H 4.602 -2.705 -0.045  0.173
H 5.762 -4.431 -1.633  0.464
H 5.503 -2.798 -2.223  0.278
H 4.786 -4.959 -3.695  0.460
H 3.903 -3.447 -3.785  0.255
H 3.135 -5.710 -1.902  0.328
H 2.370 -5.419 -3.456  0.527
H 1.173 -4.357 -1.431  0.442
H 1.428 -3.352 -2.802  0.207
H 2.845 2.635 -3.456  0.259
H 2.466 4.996 -3.934  0.387
H 0.504 6.162 -2.938  0.388
H -1.014 4.926 -1.481  0.472
H -3.154 1.821 -1.546  -0.143
H -2.799 4.159 -2.248  0.373
H -3.026 4.711 -0.590  0.211
H -5.086 3.252 -2.302  0.388
H -5.111 4.962 -1.887  0.443
H -6.652 3.661 -0.421  0.430
H -5.349 4.379 0.522  0.336
H -5.455 1.497 -0.472  -0.010
H -5.673 2.012 1.195  0.452
H -3.366 1.172 0.803  -0.384
H -3.386 2.857 1.300  0.294
H -1.359 2.386 1.864  -0.241
H 1.153 1.745 0.980  -0.763
H 0.771 2.190 2.622  0.654
H 1.643 4.178 0.483  0.137
H 2.711 3.482 1.684  0.228
H 1.634 5.821 2.213  0.353
H 1.682 4.618 3.490  0.363
H -0.612 5.929 2.872  0.516
H -0.634 4.286 3.481  0.245
H -0.587 4.995 0.529  0.024
H -2.042 4.581 1.425  0.277
N -1.859 -0.348 -3.070  -0.250
C -2.106 -1.546 -3.884  -0.579
C -1.258 -2.754 -3.437  0.387
O -0.976 -3.599 -4.290  -0.836
O -0.963 -2.780 -2.201  -0.810
H -2.611 0.319 -3.188  0.124
H -0.985 0.094 -3.342  0.028
H -1.948 -1.383 -4.954  0.407
H -3.150 -1.837 -3.739  0.194
F -2.749 -2.973 1.378  -0.181
C -3.805 -2.408 0.719  0.247
C -3.573 -1.501 -0.288  -0.152
C -4.717 -1.063 -0.902  -0.315
F -4.651 -0.172 -1.951  -0.489
C -6.004 -1.439 -0.553  0.096
F -7.094 -0.958 -1.191  -0.399
C -6.172 -2.338 0.482  0.992
F -7.407 -2.734 0.848  -0.362
C -5.056 -2.839 1.128  -0.325
F -5.225 -3.734 2.123  -0.354
N -0.975 -0.422 1.691  0.252
C -1.074 -0.023 2.772  -0.071
C -1.177 0.461 4.081  0.292
C -0.466 -0.179 5.118  0.206
N 0.116 -0.704 5.969  -0.727
C -1.954 1.608 4.344  0.089
N -2.593 2.551 4.547  -0.785

As for the charge: -2. The value obtained for the LUMO energy is 4.08 eV. For the HOMO energy, the calculation gives -1.9 eV. The frontier orbital gap comes out at 6.0 eV.

b | # C49H59CaF5N4O2P2Si

A molecular structure, C49H59CaF5N4O2P2Si (ωB97M-V/def2-TZVPD, the Open Molecules 2025 dataset).

Last column: Mulliken charge in e.
Element x y z (Å)
Ca 0.116 1.724 -0.419  1.599
C -3.189 -0.513 -1.000  -1.382
Si -1.338 -0.829 -0.557  0.580
C -0.667 -1.570 -2.221  0.906
C -1.500 -1.571 -3.348  -0.341
C -1.051 -1.912 -4.614  -1.020
C 0.272 -2.271 -4.795  -0.958
C 1.121 -2.296 -3.699  -0.579
C 0.677 -1.962 -2.420  0.007
P 1.787 -1.983 -0.955  0.232
C 1.569 -3.741 -0.379  2.324
C 2.022 -4.930 -1.222  -0.889
C 1.373 -6.216 -0.691  -1.067
C 1.349 -6.266 0.850  -0.247
C 2.398 -5.331 1.442  -1.323
C 2.070 -3.882 1.076  0.275
C 3.517 -1.760 -1.626  0.734
C 4.188 -2.759 -2.614  -1.169
C 5.492 -3.344 -2.077  -0.988
C 6.509 -2.255 -1.735  -0.903
C 5.849 -1.078 -0.989  -0.986
C 4.473 -1.466 -0.457  -0.743
C -1.659 -2.435 0.495  0.411
C -2.044 -3.597 -0.199  -0.376
C -2.408 -4.767 0.439  -0.562
C -2.416 -4.817 1.829  -1.148
C -2.049 -3.691 2.538  -0.261
C -1.663 -2.504 1.896  -0.219
P -1.164 -1.049 2.930  1.158
C -2.729 -0.821 3.950  -0.062
C -2.693 0.538 4.675  -1.099
C -2.879 1.765 3.757  -0.668
C -3.556 1.413 2.437  0.216
C -4.651 0.393 2.712  -1.211
C -4.031 -0.950 3.117  -0.540
C 0.079 -1.936 4.073  0.709
C 1.364 -1.108 4.187  -0.395
C 1.255 -0.017 5.244  0.021
C 0.949 -0.620 6.612  -1.173
C -0.345 -1.427 6.574  -0.531
C -0.321 -2.470 5.460  -1.378
H -3.721 -1.406 -1.346  0.460
H -3.282 0.270 -1.755  0.415
H -3.706 -0.150 -0.110  -0.089
H -2.531 -1.265 -3.239  0.377
H -1.731 -1.872 -5.458  0.378
H 0.651 -2.520 -5.780  0.418
H 2.154 -2.560 -3.863  0.297
H 0.475 -3.799 -0.349  -1.296
H 3.111 -5.020 -1.199  0.149
H 1.736 -4.789 -2.267  0.226
H 1.898 -7.088 -1.092  0.504
H 0.348 -6.268 -1.068  0.311
H 1.498 -7.291 1.199  0.499
H 0.367 -5.952 1.214  -0.095
H 3.388 -5.606 1.062  0.380
H 2.445 -5.438 2.529  0.527
H 2.934 -3.240 1.263  0.225
H 1.276 -3.515 1.733  -0.571
H 3.400 -0.804 -2.148  0.558
H 4.401 -2.235 -3.552  0.541
H 3.524 -3.579 -2.869  0.421
H 5.915 -4.039 -2.810  0.520
H 5.277 -3.943 -1.186  0.169
H 6.974 -1.895 -2.657  0.367
H 7.315 -2.689 -1.134  0.330
H 5.713 -0.222 -1.654  0.288
H 6.490 -0.739 -0.172  0.496
H 4.069 -0.662 0.156  0.287
H 4.562 -2.336 0.203  0.296
H -2.049 -3.572 -1.284  0.321
H -2.689 -5.638 -0.143  0.357
H -2.709 -5.721 2.350  0.340
H -2.069 -3.728 3.620  0.191
H -2.749 -1.608 4.711  0.954
H -1.752 0.652 5.213  0.145
H -3.476 0.529 5.444  0.508
H -1.925 2.246 3.572  -0.163
H -3.504 2.495 4.284  0.412
H -2.825 0.983 1.744  -0.630
H -3.945 2.311 1.955  0.655
H -5.294 0.247 1.842  0.573
H -5.292 0.777 3.515  0.407
H -3.837 -1.529 2.211  -0.064
H -4.758 -1.533 3.691  0.306
H 0.316 -2.818 3.472  -0.035
H 1.606 -0.675 3.214  -0.392
H 2.194 -1.776 4.454  0.603
H 0.464 0.681 4.961  -0.166
H 2.175 0.571 5.282  0.505
H 0.885 0.164 7.372  0.446
H 1.776 -1.279 6.906  0.407
H -1.188 -0.750 6.433  0.036
H -0.510 -1.927 7.534  0.475
H -1.277 -2.995 5.422  0.415
H 0.424 -3.231 5.732  0.646
N 2.366 1.281 0.963  0.194
C 3.375 1.915 0.107  -0.744
C 3.102 1.577 -1.372  0.619
O 4.021 1.663 -2.181  -0.793
O 1.902 1.207 -1.602  -0.720
H 2.639 1.276 1.938  0.200
H 2.242 0.312 0.668  -0.670
H 4.408 1.636 0.345  0.377
H 3.295 3.003 0.212  0.390
F 0.512 2.385 3.069  0.260
C 0.491 3.630 2.490  0.497
C 0.172 3.764 1.160  -1.117
C 0.219 5.068 0.716  0.248
F -0.043 5.354 -0.587  -0.334
C 0.538 6.164 1.507  0.123
F 0.574 7.421 1.015  -0.339
C 0.836 5.958 2.842  0.620
F 1.149 7.001 3.642  -0.347
C 0.813 4.670 3.347  -0.284
F 1.109 4.466 4.653  -0.358
N -1.475 2.803 -1.956  -0.687
C -1.978 3.517 -2.716  0.085
C -2.607 4.355 -3.639  0.017
C -3.463 5.379 -3.183  0.136
N -4.173 6.220 -2.828  -0.551
C -2.438 4.145 -5.022  0.132
N -2.318 3.986 -6.161  -0.547

As for the charge: -2. The value obtained for the LUMO energy is 3.72 eV. For the HOMO energy, the calculation gives -2.2 eV. The frontier orbital gap comes out at 5.9 eV.

Stability, lowest: b

a | # C11H11N

2 unconnected molecules or ions with the total composition C11H11N (ωB97M-V/def2-TZVPD, the Open Molecules 2025 dataset).

Last column: natural (NBO) charge in e.
Element x y z (Å)
C 2.144 2.108 1.331  -0.250
C 1.644 1.725 2.521  -0.185
C 2.034 0.609 3.252  -0.206
C 2.894 -0.248 2.457  -0.215
C 3.203 0.017 1.096  -0.213
C 2.873 1.319 0.536  -0.211
C -2.425 -0.029 -2.853  -0.002
C -1.417 0.001 -1.944  -0.281
C -1.413 -0.991 -0.859  -0.155
C -2.590 -1.768 -0.712  -0.269
C -3.443 -1.821 -1.943  0.048
H 1.809 3.196 1.209  0.225
H 0.941 2.557 3.068  0.199
H 1.668 0.296 4.151  0.214
H 2.909 -1.252 2.837  0.207
H 3.754 -0.709 0.546  0.213
H 3.159 1.466 -0.508  0.224
H -2.584 0.679 -3.689  0.200
H -0.633 0.737 -2.027  0.226
H -0.507 -1.019 -0.312  0.221
H -2.817 -2.387 0.166  0.228
H -4.277 -2.430 -2.001  0.185
N -3.493 -0.952 -2.961  -0.403

The value obtained for the LUMO energy is 0.74 eV. For the HOMO energy, the calculation gives -9.5 eV. The frontier orbital gap comes out at 10.2 eV.

b | # C11H11N

2 unconnected molecules or ions with the total composition C11H11N (ωB97M-V/def2-TZVPD, the Open Molecules 2025 dataset).

Last column: natural (NBO) charge in e.
Element x y z (Å)
C 1.072 0.512 1.739  -0.211
C 0.028 -0.152 2.289  -0.244
C -0.113 -1.442 2.126  -0.191
C 0.955 -2.263 1.474  -0.221
C 1.816 -1.395 0.718  -0.209
C 1.904 -0.056 1.042  -0.239
C -0.774 2.301 -1.988  0.052
C -0.005 1.484 -1.067  -0.244
C -0.678 0.231 -0.887  -0.195
C -1.782 -0.180 -1.700  -0.250
C -2.337 0.691 -2.658  -0.001
H 1.321 1.481 2.120  0.216
H -0.692 0.159 2.935  0.225
H -0.804 -2.152 2.817  0.216
H 1.110 -3.343 1.182  0.238
H 2.754 -1.862 0.181  0.213
H 2.814 0.416 0.635  0.215
H -0.432 3.292 -2.223  0.173
H 0.940 1.837 -0.488  0.239
H -0.135 -0.442 -0.308  0.218
H -2.402 -1.177 -1.619  0.220
H -2.935 0.172 -3.517  0.214
N -1.624 1.889 -2.803  -0.433

The value obtained for the LUMO energy is 0.76 eV. For the HOMO energy, the calculation gives -8.9 eV. The frontier orbital gap comes out at 9.7 eV.

Stability, lowest: b

a | # C3H8O2S

2 unconnected molecules or ions with the total composition C3H8O2S (ωB97M-V/def2-TZVPD, the Open Molecules 2025 dataset).

Last column: natural (NBO) charge in e.
Element x y z (Å)
C 2.222 2.484 -0.184  -0.734
S 2.527 0.748 -0.587  0.170
C 2.882 0.049 1.053  -0.730
H 1.542 2.491 0.666  0.212
H 1.781 2.954 -1.000  0.224
H 3.113 3.036 0.117  0.207
H 2.724 -1.010 0.863  0.229
H 3.869 0.338 1.336  0.212
H 2.194 0.302 1.811  0.211
O -3.824 -1.388 0.098  -0.506
C -4.365 -2.290 -0.438  0.650
O -5.429 -2.154 -1.294  -0.736
H -4.107 -3.340 -0.239  0.097
H -5.130 -2.219 -2.204  0.496

The value obtained for the LUMO energy is 0.69 eV. For the HOMO energy, the calculation gives -8.4 eV. The frontier orbital gap comes out at 9.1 eV.

b | # C3H8O2S

2 unconnected molecules or ions with the total composition C3H8O2S (ωB97M-V/def2-TZVPD, the Open Molecules 2025 dataset).

Last column: natural (NBO) charge in e.
Element x y z (Å)
C -0.273 0.085 2.206  -0.622
C -1.377 0.590 1.298  -0.495
S -1.052 0.301 -0.488  -0.067
H -0.420 -0.962 2.422  0.216
H 0.740 0.084 1.797  0.210
H -0.237 0.663 3.129  0.220
H -1.584 1.634 1.487  0.211
H -2.325 0.085 1.464  0.218
H 0.251 0.086 -0.296  0.114
O 1.173 0.723 -3.176  -0.565
C 1.601 -0.296 -2.708  0.638
O 0.889 -1.386 -2.458  -0.699
H 2.657 -0.385 -2.432  0.114
H -0.042 -1.221 -2.245  0.508

The value obtained for the LUMO energy is 0.75 eV. For the HOMO energy, the calculation gives -9.3 eV. The frontier orbital gap comes out at 10.1 eV.

Stability, lowest: a

a | # C5H12NO2

2 unconnected molecules or ions with the total composition C5H12NO2 (ωB97M-V/def2-TZVPD, the Open Molecules 2025 dataset).

Last column: natural (NBO) charge in e.
Element x y z (Å)
O -2.264 0.464 1.006  -0.538
C -1.855 1.129 1.936  0.441
C -0.738 0.650 2.707  -0.535
C 0.331 0.323 1.658  -0.459
C -0.015 -0.845 0.785  -0.062
C 0.720 -0.999 -0.358  -0.163
N 0.352 -1.933 -1.400  -0.706
H -2.299 1.997 2.263  0.142
H -0.444 1.286 3.574  0.257
H -1.209 -0.225 3.377  0.257
H 0.325 1.181 0.836  0.247
H 1.386 0.152 2.008  0.258
H -0.876 -1.370 1.155  0.251
H 1.634 -0.535 -0.551  0.220
H 1.012 -1.651 -2.189  0.459
H -0.699 -1.795 -1.721  0.481
H 0.637 -2.889 -1.132  0.452
H 1.056 2.383 -4.876  0.483
H 1.823 1.104 -4.738  0.464
O 1.122 1.571 -4.342  -0.947

As for the charge: +1. The value obtained for the LUMO energy is -3.63 eV. For the HOMO energy, the calculation gives -13.1 eV. The frontier orbital gap comes out at 9.5 eV.

b | # C5H12NO2

2 unconnected molecules or ions with the total composition C5H12NO2 (ωB97M-V/def2-TZVPD, the Open Molecules 2025 dataset).

Last column: natural (NBO) charge in e.
Element x y z (Å)
O -1.913 0.345 1.805  -0.488
C -0.903 -0.256 1.963  0.437
C -0.595 -1.678 1.265  -0.154
C 0.763 -1.272 0.678  -0.492
C 0.846 0.003 -0.091  -0.220
C 0.285 0.356 -1.248  -0.377
N -1.709 -1.713 0.243  -0.695
H -0.100 0.059 2.681  0.160
H -0.679 -2.393 2.083  0.268
H 1.158 -1.964 -0.129  0.266
H 1.399 -1.338 1.557  0.261
H 1.700 0.609 0.243  0.247
H -0.385 -0.211 -1.900  0.175
H 0.294 1.356 -1.646  0.246
H -2.602 -1.486 0.692  0.460
H -1.917 -2.609 -0.213  0.444
H -1.455 -1.067 -0.523  0.460
H 2.022 5.039 -1.923  0.490
H 1.652 4.034 -3.171  0.482
O 2.140 4.185 -2.365  -0.972

As for the charge: +1. The value obtained for the LUMO energy is -3.54 eV. For the HOMO energy, the calculation gives -13.7 eV. The frontier orbital gap comes out at 10.2 eV.

Stability, lowest: a